# 1
{"formula": "C4H8AsF6KO2S", "method": "ωB97M-V/def2-TZVPD", "spin_multiplicity": 2, "total_charge": 1, "energy_ev": -112668.3861, "fmax_ev_per_a": 3.048, "gap_ha": [0.3383, 0.1063], "symbols": ["K", "As", "F", "F", "F", "F", "F", "F", "C", "C", "C", "S", "O", "O", "C", "H", "H", "H", "H", "H", "H", "H", "H"], "positions_angstrom": [[26.8182, 17.7802, -14.1611], [24.5827, 16.7273, -17.0096], [25.6173, 18.1769, -17.2983], [26.0455, 15.9642, -16.3033], [23.4766, 15.3378, -16.7038], [23.1479, 17.5973, -17.8035], [25.0907, 16.2310, -18.6192], [24.1515, 17.3441, -15.2889], [23.9626, 20.3917, -8.5533], [22.9190, 19.3710, -9.0882], [23.4767, 18.4758, -10.2510], [25.1869, 19.1393, -10.6172], [25.3789, 19.2009, -12.0601], [26.1344, 18.3666, -9.7450], [24.7915, 20.8436, -9.7447], [24.6083, 19.9023, -7.8242], [23.3980, 21.0696, -7.9132], [22.0367, 20.0099, -9.1261], [22.6618, 18.6281, -8.3333], [22.7290, 18.7236, -11.0044], [23.4875, 17.3981, -10.0880], [24.2223, 21.3705, -10.5105], [25.7501, 21.2782, -9.4613]]}

***

# 2
{"formula": "C6H12O", "method": "ωB97M-V/def2-TZVPD", "smiles": "C/C=C/C=C/C.O", "e_above_lowest_ev": 2.4298, "energy_ev": -8461.9242, "fmax_ev_per_a": 1.914, "gap_ha": 0.3301, "symbols": ["C", "C", "C", "C", "C", "C", "H", "H", "H", "H", "H", "H", "H", "H", "H", "H", "O", "H", "H"], "positions_angstrom": [[3.3503, -0.3364, 0.1225], [1.8723, -0.3959, 0.4162], [0.8286, 0.3034, -0.0522], [-0.3885, 0.4229, 0.7890], [-1.4952, 1.0445, 0.3365], [-2.8676, 0.5711, 0.7081], [3.9309, -0.4193, 1.0400], [3.6437, -1.2445, -0.4227], [3.6199, 0.6037, -0.3668], [1.6581, -1.0460, 1.2760], [0.5508, 0.7553, -1.0015], [-0.5292, -0.2617, 1.6172], [-1.4126, 1.8913, -0.3359], [-2.9180, -0.5138, 0.5578], [-3.6490, 0.9016, 0.0258], [-3.0412, 0.8345, 1.7596], [-0.9950, -1.4222, -2.1600], [-1.1609, -0.8554, -2.9159], [-0.9972, -0.8331, -1.3936]]}

***

# 3
{"formula": "H24O12", "method": "ωB97M-V/def2-TZVPD", "smiles": "O.O.O.O.O.O.O.O.O.O.O.O", "e_above_lowest_ev": 1.3685, "energy_ev": -24960.3259, "fmax_ev_per_a": 0.935, "gap_ha": 0.3965, "symbols": ["O", "H", "H", "O", "H", "H", "O", "H", "H", "O", "H", "H", "O", "H", "H", "O", "H", "H", "O", "H", "H", "O", "H", "H", "O", "H", "H", "O", "H", "H", "O", "H", "H", "O", "H", "H"], "positions_angstrom": [[-34.2666, -16.4566, 9.1624], [-35.1552, -16.4695, 8.7909], [-33.6799, -16.7528, 8.4145], [-33.3186, -19.4312, 9.0654], [-33.4310, -19.8872, 8.2329], [-34.1134, -18.8895, 9.1486], [-31.1069, -16.9155, 9.7977], [-31.3819, -17.8381, 9.9025], [-30.6156, -16.7131, 10.6073], [-32.2485, -16.8068, 7.3781], [-32.4126, -15.9324, 7.0014], [-31.8082, -16.6328, 8.2267], [-31.1917, -20.7163, 7.6628], [-32.1200, -20.5645, 7.5760], [-30.9004, -20.0918, 8.3366], [-27.7703, -16.3997, 9.9401], [-27.4923, -16.7483, 9.0864], [-27.2015, -15.6374, 10.0898], [-31.6001, -19.8796, 11.5753], [-31.1890, -19.6530, 12.4176], [-32.5181, -19.5937, 11.6681], [-31.2867, -16.2335, 12.6620], [-30.9662, -16.9079, 13.2692], [-32.1845, -16.5352, 12.4032], [-30.4472, -13.5159, 13.0907], [-30.6856, -14.4408, 12.9119], [-29.9856, -13.5407, 13.9335], [-29.1531, -20.3714, 10.4363], [-29.9598, -20.0121, 10.8454], [-28.4331, -19.8487, 10.8039], [-31.1870, -14.0813, 7.9295], [-30.8399, -14.7032, 8.5824], [-30.4088, -13.7626, 7.4618], [-33.6545, -17.5041, 11.7149], [-34.4579, -17.3364, 12.2197], [-33.8007, -17.0510, 10.8556]]}

***

# 4
{"formula": "C24H24F8O24", "method": "ωB97M-V/def2-TZVPD", "smiles": "O=C1OC[C@@H](F)O1.O=C1OC[C@@H](F)O1.O=C1OC[C@@H](F)O1.O=C1OC[C@@H](F)O1.O=C1OC[C@@H](F)O1.O=C1OC[C@@H](F)O1.O=C1OC[C@@H](F)O1.O=C1OC[C@@H](F)O1", "e_above_lowest_ev": 5.9289, "energy_ev": -96153.1687, "fmax_ev_per_a": 9.160, "gap_ha": 0.4026, "symbols": ["O", "C", "O", "C", "C", "F", "O", "H", "H", "H", "O", "C", "O", "C", "C", "F", "O", "H", "H", "H", "O", "C", "O", "C", "C", "F", "O", "H", "H", "H", "O", "C", "O", "C", "C", "F", "O", "H", "H", "H", "O", "C", "O", "C", "C", "F", "O", "H", "H", "H", "O", "C", "O", "C", "C", "F", "O", "H", "H", "H", "O", "C", "O", "C", "C", "F", "O", "H", "H", "H", "O", "C", "O", "C", "C", "F", "O", "H", "H", "H"], "positions_angstrom": [[1.0145, 2.2760, -9.0478], [0.2546, 1.3515, -9.0781], [0.3794, 0.3822, -9.9965], [-0.2075, -0.8304, -9.6511], [-1.2451, -0.1705, -8.7937], [-1.5522, -0.9418, -7.7791], [-0.7015, 1.0218, -8.2532], [-0.5735, -1.4001, -10.5052], [0.4335, -1.4869, -9.0627], [-2.1809, -0.0466, -9.3388], [-8.6680, -10.9255, 3.1099], [-8.0786, -10.2870, 2.3098], [-8.1313, -8.9316, 2.1713], [-7.1890, -8.5120, 1.1840], [-6.3941, -9.8061, 0.9221], [-5.2965, -9.7509, 1.6084], [-7.1673, -10.8357, 1.4164], [-7.6666, -8.0899, 0.2998], [-6.5675, -7.6493, 1.4238], [-6.0572, -9.8909, -0.1111], [-3.0027, -1.4288, -0.6029], [-2.0097, -0.7442, -0.5708], [-1.5975, -0.0271, -1.6049], [-0.5287, 0.8352, -1.2947], [-0.2689, 0.5159, 0.1393], [-0.5940, 1.6452, 0.7854], [-1.2105, -0.4714, 0.5026], [0.3129, 0.6853, -1.9709], [-0.8463, 1.8762, -1.3542], [0.7707, 0.3348, 0.4124], [5.6272, 5.1799, 1.4604], [5.7821, 6.3291, 1.9886], [6.9310, 6.6947, 2.5334], [6.7886, 7.9907, 2.9737], [5.6665, 8.4743, 2.0984], [6.1312, 9.0705, 1.0069], [4.8452, 7.3555, 1.8485], [6.7053, 8.0003, 4.0604], [7.6973, 8.5375, 2.7220], [5.1010, 9.1703, 2.7179], [3.6234, -5.3644, -0.0930], [4.2754, -4.6705, -0.8697], [5.3637, -5.0859, -1.5284], [5.7460, -4.2802, -2.5339], [4.9330, -3.0431, -2.2212], [4.3459, -2.4675, -3.2889], [3.8882, -3.4086, -1.3139], [6.7919, -4.0152, -2.3794], [5.5347, -4.6651, -3.5316], [5.5838, -2.3090, -1.7460], [1.9809, 6.4390, 6.9469], [1.1241, 5.6861, 7.3069], [1.0551, 4.3530, 7.0539], [-0.2716, 3.9023, 7.3835], [-0.6614, 4.8929, 8.3949], [-0.3435, 4.5351, 9.6006], [0.1010, 6.0269, 8.0831], [-0.8124, 4.0883, 6.4556], [-0.3486, 2.8628, 7.7022], [-1.7486, 4.9634, 8.3619], [-7.7440, 0.2429, -6.5897], [-7.2677, 1.4163, -6.6490], [-7.2652, 2.3407, -5.7020], [-6.3310, 3.2143, -6.0789], [-6.5318, 3.1808, -7.6107], [-5.2509, 3.5295, -8.0840], [-6.7824, 1.8125, -7.7807], [-6.5860, 4.1746, -5.6306], [-5.2993, 3.0504, -5.7677], [-7.3338, 3.8088, -7.9987], [4.6184, -4.1246, 8.5674], [4.4146, -3.1417, 7.8430], [3.2184, -2.4744, 7.9937], [3.1847, -1.3798, 7.0611], [4.3422, -1.8645, 6.1424], [5.0184, -0.8298, 5.6593], [5.1214, -2.6816, 6.8363], [2.2781, -1.3374, 6.4574], [3.3954, -0.4288, 7.5502], [3.9336, -2.4488, 5.3179]]}

***

What did the second record say?
{"formula": "C6H12O", "method": "ωB97M-V/def2-TZVPD", "smiles": "C/C=C/C=C/C.O", "e_above_lowest_ev": 2.4298, "energy_ev": -8461.9242, "fmax_ev_per_a": 1.914, "gap_ha": 0.3301, "symbols": ["C", "C", "C", "C", "C", "C", "H", "H", "H", "H", "H", "H", "H", "H", "H", "H", "O", "H", "H"], "positions_angstrom": [[3.3503, -0.3364, 0.1225], [1.8723, -0.3959, 0.4162], [0.8286, 0.3034, -0.0522], [-0.3885, 0.4229, 0.7890], [-1.4952, 1.0445, 0.3365], [-2.8676, 0.5711, 0.7081], [3.9309, -0.4193, 1.0400], [3.6437, -1.2445, -0.4227], [3.6199, 0.6037, -0.3668], [1.6581, -1.0460, 1.2760], [0.5508, 0.7553, -1.0015], [-0.5292, -0.2617, 1.6172], [-1.4126, 1.8913, -0.3359], [-2.9180, -0.5138, 0.5578], [-3.6490, 0.9016, 0.0258], [-3.0412, 0.8345, 1.7596], [-0.9950, -1.4222, -2.1600], [-1.1609, -0.8554, -2.9159], [-0.9972, -0.8331, -1.3936]]}

***

Please write out number 2 again, unchanged.
{"formula": "C6H12O", "method": "ωB97M-V/def2-TZVPD", "smiles": "C/C=C/C=C/C.O", "e_above_lowest_ev": 2.4298, "energy_ev": -8461.9242, "fmax_ev_per_a": 1.914, "gap_ha": 0.3301, "symbols": ["C", "C", "C", "C", "C", "C", "H", "H", "H", "H", "H", "H", "H", "H", "H", "H", "O", "H", "H"], "positions_angstrom": [[3.3503, -0.3364, 0.1225], [1.8723, -0.3959, 0.4162], [0.8286, 0.3034, -0.0522], [-0.3885, 0.4229, 0.7890], [-1.4952, 1.0445, 0.3365], [-2.8676, 0.5711, 0.7081], [3.9309, -0.4193, 1.0400], [3.6437, -1.2445, -0.4227], [3.6199, 0.6037, -0.3668], [1.6581, -1.0460, 1.2760], [0.5508, 0.7553, -1.0015], [-0.5292, -0.2617, 1.6172], [-1.4126, 1.8913, -0.3359], [-2.9180, -0.5138, 0.5578], [-3.6490, 0.9016, 0.0258], [-3.0412, 0.8345, 1.7596], [-0.9950, -1.4222, -2.1600], [-1.1609, -0.8554, -2.9159], [-0.9972, -0.8331, -1.3936]]}